# C12H14N4O4S

A single C12H14N4O4S molecule (ωB97M-V with the def2-TZVPD basis set, OMol25).

Geometry as XYZ:
```
35
Properties=species:S:1:pos:R:3:forces:R:3:mulliken_charge:R:1
O 1.1536 1.2583 1.2245 -2.005 -2.150 6.073 -0.617
C 0.7047 0.8273 2.4029 2.980 -1.215 -5.326 0.446
O 1.2763 -0.2855 3.0684 -0.069 1.541 -3.123 -0.535
H 1.8747 -0.7528 2.3492 -0.905 0.993 1.157 0.505
C -0.4950 1.3477 3.0735 7.391 9.986 -4.353 -0.973
H 0.2116 2.1356 3.7310 -1.837 -1.976 -0.614 0.282
C -1.2772 2.4513 2.1419 -8.336 -11.250 10.951 -1.430
H -1.7806 2.8548 3.0028 -0.069 1.982 -0.542 0.316
H -0.6799 2.7834 1.5757 7.890 5.504 -7.730 1.095
C -2.3953 1.5142 1.5672 8.024 -9.448 1.614 -1.479
H -2.8884 2.1790 1.2672 -9.459 8.728 -4.088 0.820
H -2.7429 0.6713 2.2192 -0.356 1.785 0.204 0.434
C -2.0206 0.6744 0.2724 13.479 1.126 13.217 -1.181
H -2.4740 0.8627 -0.4202 -9.753 3.038 -13.408 1.522
H -0.9455 1.0805 -0.0082 -1.841 0.455 0.135 0.238
C -1.5115 -0.6610 0.4845 -9.956 -3.482 4.984 -1.374
N -0.4005 -1.1175 0.0518 11.800 -3.655 -1.402 0.167
C 0.2223 -1.0130 -1.1981 1.220 -1.848 10.365 1.144
C 1.6315 -1.3041 -1.2381 -5.244 2.548 -11.722 -0.652
C 2.1458 -1.0504 -2.7534 -1.009 -1.131 1.460 0.547
N 3.2780 -1.3822 -3.2224 3.980 0.467 0.264 -0.578
S 3.4658 -0.9893 -4.8676 -2.952 -0.902 2.996 0.189
N 1.8260 -0.7816 -4.9390 0.196 1.380 -6.056 -0.695
C 1.2477 -0.7313 -3.8481 -2.097 -2.515 6.085 0.664
C -0.1811 -0.9615 -3.3838 -0.775 4.763 -3.906 -0.907
C -0.6816 -0.7996 -2.1330 -3.473 0.128 -6.734 -0.003
H -1.8675 -0.6614 -2.0732 3.167 -0.440 0.524 0.159
H -0.8272 -0.5477 -4.1900 -0.238 -1.426 0.240 0.334
N 2.6067 -1.3567 -0.4939 -1.209 -3.173 12.149 1.109
O 3.7195 -1.2675 -0.6549 6.482 1.168 -2.116 -0.601
O 2.2517 -1.7752 0.8384 -0.889 1.039 -2.171 -0.942
H 0.3903 -1.5630 0.7905 -1.846 1.491 -2.131 0.455
H -1.5487 -0.9536 1.6935 -0.112 0.815 -3.025 0.401
H -2.4476 -1.3704 0.0361 1.787 0.963 1.155 0.246
H -0.8412 0.6849 3.6330 -3.966 -5.289 4.873 0.894
```
Positions in Å, forces in eV/Å.

Structure (SMILES): O=C(O)CCCCCNc1ccc2nsnc2c1[N+](=O)[O-]
Energy above the lowest of the compared OMol25 structures with the same formula, charge and spin: 394.8 kcal per mole
Orbital gap: 6.898 eV
Highest occupied orbital energy: -8.84 eV
Max |F|: 0.3678 Eh/bohr
E_LUMO: -1.94 eV

***

# C12H14N5O2

2 unconnected molecules or ions with the total composition C12H14N5O2 (ωB97M-V with the def2-TZVPD basis set, OMol25).

Geometry as XYZ:
```
33
Properties=species:S:1:pos:R:3:forces:R:3:mulliken_charge:R:1
N 3.5849 -1.3740 -2.3673 -1.173 -0.272 0.780 -0.417
C 2.5841 -0.9176 -3.1027 0.133 0.054 0.267 0.443
N 2.6926 0.4001 -3.5465 -0.084 0.054 0.537 -0.504
N 1.5257 -1.7017 -3.4030 0.364 0.126 -0.669 -0.159
C 0.2399 -1.1573 -3.0690 0.061 0.018 -0.577 0.648
C -0.8279 -1.2661 -3.9389 -0.203 -0.076 -0.021 -0.633
C -2.0253 -0.6943 -3.5300 0.176 -0.040 0.114 -0.456
C -2.0592 -0.0448 -2.3052 -0.384 0.043 0.029 -0.368
C -0.9225 0.0096 -1.5159 0.083 0.010 -0.085 -0.030
N 0.2324 -0.5477 -1.8957 -0.098 0.110 -0.021 -0.401
H 3.3460 -2.2144 -1.8505 0.228 -0.172 -0.202 0.306
H 3.9637 -0.6782 -1.7308 0.834 0.236 -0.753 0.307
H 1.9809 1.0107 -3.1569 0.071 0.059 0.011 0.333
H 2.6785 0.4352 -4.5609 -0.270 0.016 0.017 0.298
H 1.6332 -2.6337 -3.7763 0.018 -0.203 0.537 0.289
H -0.7331 -1.7747 -4.8910 0.035 0.061 0.068 0.392
H -2.9057 -0.7472 -4.1574 0.043 0.009 0.016 0.435
H -2.9702 0.4198 -1.9493 0.055 -0.025 -0.004 0.418
H -0.9350 0.5253 -0.5624 0.080 -0.084 -0.249 0.140
C -0.4399 0.5771 5.7791 -0.003 0.004 -0.021 -0.427
C 0.5704 1.0713 4.9637 -0.052 -0.032 0.027 -0.467
C 0.3216 1.3238 3.6251 0.122 0.031 0.019 -0.341
C -0.9468 1.0751 3.1315 -0.001 0.018 0.073 0.211
C -1.9673 0.5791 3.9233 -0.111 -0.043 0.049 -0.343
C -1.7038 0.3287 5.2596 0.066 0.011 0.015 -0.462
N -1.2257 1.3587 1.7197 -0.017 0.097 -0.005 1.021
O -0.3135 1.7728 1.0218 0.047 -0.007 0.175 -0.653
O -2.3516 1.1652 1.3046 0.016 -0.062 -0.006 -0.597
H -0.2417 0.3867 6.8252 0.002 -0.005 0.002 0.388
H 1.5526 1.2643 5.3720 0.005 0.005 -0.003 0.374
H 1.0960 1.7104 2.9803 -0.053 0.023 -0.054 0.437
H -2.9461 0.3945 3.5072 0.018 0.037 -0.064 0.442
H -2.4872 -0.0569 5.8967 -0.008 0.000 -0.003 0.378
```
Positions in Å, forces in eV/Å.

Orbital gap: 7.913 eV
Highest occupied orbital energy: -12.17 eV
Max |F|: 0.0279 Eh/bohr
E_LUMO: -4.26 eV
Net charge: +1